Record 1
# C14H30INO6

3 unconnected molecules or ions with the total composition C14H30INO6 in a non-equilibrium geometry (ωB97M-V/def2-TZVPD, OMol25).

- HOMO: -9.9 eV
- SMILES string: CC(=O)OCCCCCNC(=O)OI.CC(C)O.CC(C)O
- Relative energy (zero: lowest compared OMol25 entry of this formula, charge and spin): 81.7 kcal/mol
- E_LUMO: -0.051 Ha
- Gap between HOMO and LUMO: 8.532 eV
- Electronic energy: -1355.07680 Ha

ORCA input file:
```
! wB97M-V def2-TZVPD RIJCOSX def2/J DEFGRID3
* xyz 0 1
C -0.219 -3.071 4.732
C 0.684 -2.928 3.333
O 0.029 -2.576 2.220
O 2.115 -3.252 3.441
C 2.977 -2.112 3.091
C 2.327 -0.633 3.372
C 3.487 0.571 3.405
C 2.664 2.021 3.444
C 3.178 3.082 2.282
N 2.429 2.700 0.995
C 3.133 3.254 -0.234
O 4.096 4.213 -0.142
O 2.857 2.766 -1.623
I 0.836 2.789 -1.959
H -0.662 -4.173 4.820
H -1.179 -2.366 4.679
H 0.389 -2.814 5.699
H 3.933 -2.193 3.802
H 3.401 -2.134 1.994
H 1.647 -0.361 2.434
H 1.714 -0.539 4.366
H 4.181 0.514 2.436
H 4.194 0.444 4.350
H 1.534 1.770 3.190
H 2.787 2.449 4.528
H 2.788 4.150 2.605
H 4.343 3.015 2.170
H 1.508 3.199 1.077
C -2.634 -3.331 -1.596
C -2.572 -4.752 -1.059
C -3.419 -4.908 0.194
O -1.219 -5.085 -0.759
H -2.248 -2.616 -0.860
H -2.010 -3.230 -2.491
H -3.660 -3.050 -1.852
H -2.919 -5.451 -1.827
H -3.062 -4.249 0.994
H -3.356 -5.932 0.577
H -4.469 -4.674 -0.008
H -0.903 -4.469 -0.077
C -1.762 2.518 -5.572
C -2.763 3.546 -5.070
C -3.022 4.622 -6.113
O -2.263 4.152 -3.881
H -0.796 2.986 -5.792
H -1.577 1.757 -4.807
H -2.125 2.023 -6.478
H -3.705 3.049 -4.813
H -2.101 5.165 -6.352
H -3.735 5.362 -5.733
H -3.423 4.190 -7.035
H -1.427 4.596 -4.099
*
```

***

Record 2
# C4H4

A single C4H4 molecule in a non-equilibrium geometry (ωB97M-V/def2-TZVPD, OMol25).

- HOMO: -8.5 eV
- SMILES string: C1=C2C[C@H]12
- Relative energy (zero: lowest compared OMol25 entry of this formula, charge and spin): 56.1 kcal/mol
- E_LUMO: 0.028 Ha
- Gap between HOMO and LUMO: 9.322 eV
- Electronic energy: -154.63105 Ha

ORCA input file:
```
! wB97M-V def2-TZVPD RIJCOSX def2/J DEFGRID3
* xyz 0 1
C 1.412 0.115 -0.206
C 0.814 -1.032 0.236
C -0.643 -0.603 -0.104
C 0.063 0.603 0.136
H 2.455 0.422 -0.215
H -0.836 -1.149 -1.159
H -1.559 -0.919 0.473
H -0.259 1.271 0.885
*
```

***

Record 3
# C38H40N2NiO4PSi

A molecular structure, C38H40N2NiO4PSi in a non-equilibrium geometry (ωB97M-V/def2-TZVPD, OMol25).

- HOMO (alpha / beta): -4.7 / -4.7 eV
- Expectation value of S²: 2.01
- Relative energy (zero: lowest compared OMol25 entry of this formula, charge and spin): 0.9 kcal/mol
- E_LUMO (alpha / beta): 0.097 / 0.096 Ha
- Gap between HOMO and LUMO (alpha / beta): 7.305 / 7.342 eV
- Electronic energy: -4021.90318 Ha

ORCA input file:
```
! wB97M-V def2-TZVPD RIJCOSX def2/J DEFGRID3
* xyz -1 3
Ni 0.943 0.128 0.113
O 1.261 -1.284 5.327
C -0.044 -0.990 5.218
C -0.831 -1.014 6.370
C -2.174 -0.693 6.313
C -2.763 -0.345 5.102
C -1.994 -0.330 3.953
C -0.637 -0.648 3.989
C 0.135 -0.572 2.716
O -0.461 -0.198 1.662
N 1.418 -0.898 2.797
N 2.090 -0.667 1.622
C 3.359 -0.844 1.622
C 4.261 -0.471 0.565
C 5.637 -0.567 0.834
C 6.594 -0.166 -0.068
C 6.178 0.330 -1.311
C 4.845 0.421 -1.620
C 3.820 0.055 -0.697
O 2.593 0.196 -1.038
H 1.654 -1.156 4.414
H -0.362 -1.282 7.308
H -2.767 -0.712 7.219
H -3.814 -0.087 5.052
H -2.424 -0.079 2.992
H 3.812 -1.256 2.527
H 5.944 -0.971 1.794
H 7.645 -0.224 0.184
H 6.925 0.637 -2.035
H 4.518 0.781 -2.588
C 2.518 3.826 2.881
C 2.360 2.433 2.274
P 1.115 2.255 0.918
C -0.366 3.023 1.704
C -1.647 2.804 0.898
C 1.717 3.502 -0.301
C 1.067 3.302 -1.674
H 3.325 3.809 3.614
H 1.609 4.145 3.391
H 2.769 4.571 2.124
H 2.077 1.717 3.049
H 3.315 2.094 1.861
H -0.171 4.084 1.865
H -0.466 2.537 2.679
H -1.618 3.340 -0.053
H -2.518 3.157 1.453
H -1.773 1.742 0.687
H 2.793 3.326 -0.381
H 1.559 4.517 0.070
H 1.168 2.260 -1.983
H 1.544 3.936 -2.424
H 0.004 3.551 -1.652
O -0.254 -0.531 -1.295
Si -1.433 -1.221 -2.068
C -0.770 -2.186 -3.564
C -0.899 -3.567 -3.709
C -0.278 -4.244 -4.751
C 0.489 -3.547 -5.673
C 0.624 -2.170 -5.551
C -0.002 -1.503 -4.509
C -2.405 -2.425 -0.966
C -1.895 -2.660 0.313
C -2.549 -3.487 1.214
C -3.731 -4.117 0.847
C -4.248 -3.909 -0.424
C -3.593 -3.069 -1.314
C -2.604 0.123 -2.741
C -3.780 -0.104 -3.455
C -4.558 0.947 -3.920
C -4.168 2.259 -3.686
C -2.998 2.509 -2.982
C -2.231 1.450 -2.517
H -1.488 -4.126 -2.989
H -0.384 -5.319 -4.842
H 0.985 -4.074 -6.480
H 1.225 -1.620 -6.265
H 0.118 -0.428 -4.411
H -0.977 -2.164 0.601
H -2.144 -3.634 2.209
H -4.249 -4.762 1.547
H -5.167 -4.403 -0.721
H -4.022 -2.915 -2.300
H -4.100 -1.121 -3.658
H -5.472 0.746 -4.468
H -4.775 3.079 -4.050
H -2.690 3.532 -2.798
H -1.319 1.634 -1.959
*
```

***

Record 4
# C6H10INS

A molecular structure, C6H10INS in a non-equilibrium geometry (ωB97M-V/def2-TZVPD, OMol25).

- HOMO: -7.0 eV
- Relative energy (zero: lowest compared OMol25 entry of this formula, charge and spin): 99.2 kcal/mol
- E_LUMO: -0.008 Ha
- Gap between HOMO and LUMO: 6.771 eV
- Electronic energy: -985.04175 Ha

ORCA input file:
```
! wB97M-V def2-TZVPD RIJCOSX def2/J DEFGRID3
* xyz 0 1
C -0.089 -2.111 1.382
C -1.215 -1.361 0.669
C 1.717 0.073 -1.719
C 1.146 1.205 0.254
C 0.245 -1.270 0.200
C -0.097 1.778 -0.398
N 2.159 0.826 -0.616
S 1.221 -1.769 -1.149
I 3.797 0.015 0.192
H 0.235 -1.809 2.321
H -0.003 -3.263 1.201
H -1.955 -1.838 0.015
H -1.619 -0.515 1.032
H 0.836 0.292 -2.198
H 2.400 -0.076 -2.461
H 1.545 1.377 1.167
H -0.126 2.772 -0.175
H -0.910 1.452 0.269
H -0.325 1.513 -1.429
*
```

***

Record 5
# C26H26ClCrN4O7S

A molecular structure, C26H26ClCrN4O7S (ωB97M-V/def2-TZVPD, OMol25).

- HOMO (alpha / beta): -4.1 / -4.3 eV
- Expectation value of S²: 6.02
- Relative energy (zero: lowest compared OMol25 entry of this formula, charge and spin): 12.2 kcal/mol
- E_LUMO (alpha / beta): 0.089 / 0.089 Ha
- Gap between HOMO and LUMO (alpha / beta): 6.477 / 6.745 eV
- Electronic energy: -3655.15777 Ha

ORCA input file:
```
! wB97M-V def2-TZVPD RIJCOSX def2/J DEFGRID3
* xyz -1 5
Cr -0.565 0.920 0.043
O -2.405 4.747 0.365
C -1.450 3.814 0.271
O -1.660 2.751 -0.257
C -0.147 4.273 0.873
O 0.884 3.387 0.568
C 1.549 2.863 1.711
C 0.660 1.974 2.596
O 1.056 1.737 3.730
O -0.426 1.564 2.054
H -3.214 4.351 0.005
H 0.069 5.270 0.475
H -0.318 4.378 1.950
H 2.368 2.261 1.323
H 1.971 3.664 2.323
O -0.244 -2.242 1.490
C 0.723 -1.694 0.978
O 0.781 -0.560 0.390
H 1.705 -2.219 1.006
Cl -3.231 0.512 -3.064
C -2.064 -0.795 -3.061
C -2.487 -2.024 -3.536
C -1.608 -3.095 -3.567
C -0.311 -2.907 -3.101
C 0.093 -1.670 -2.637
C -0.760 -0.549 -2.604
C -0.303 0.740 -2.094
H -3.509 -2.132 -3.876
H -1.930 -4.057 -3.946
H 0.394 -3.731 -3.107
H 1.109 -1.536 -2.284
H -0.828 1.577 -2.555
H 0.774 0.856 -2.245
N 4.069 0.608 0.633
C 3.443 0.581 -0.585
N 3.962 1.397 -1.454
C 4.998 2.022 -0.772
C 5.892 2.999 -1.206
C 6.829 3.472 -0.306
C 6.887 2.989 1.010
C 6.011 2.017 1.460
C 5.074 1.545 0.547
H 3.770 0.095 1.444
H 2.576 -0.055 -0.695
H 5.838 3.373 -2.220
H 7.532 4.234 -0.617
H 7.630 3.387 1.688
H 6.052 1.649 2.477
N -2.096 -0.502 2.989
C -2.802 -0.982 1.945
S -3.150 -0.064 0.578
N -3.271 -2.237 2.125
C -3.859 -3.091 1.159
C -4.988 -3.811 1.529
C -5.558 -4.717 0.646
C -5.007 -4.891 -0.613
C -3.880 -4.164 -0.979
C -3.295 -3.268 -0.099
H -1.577 0.358 2.803
H -1.531 -1.189 3.470
H -3.072 -2.661 3.016
H -5.421 -3.648 2.509
H -6.438 -5.275 0.942
H -5.450 -5.591 -1.310
H -3.438 -4.296 -1.956
H -2.408 -2.712 -0.372
*
```